# 1
DFT (ωB97M-V/def2-TZVPD) results for C18H22FNO4 in the gas phase.

Properties
max |F| = 0.73 eV/Å
LUMO energy = 0.572 eV
orbital gap = 9.38 eV
energy relative to the best compared isomer or geometry (same formula, charge and spin) = 111.0 kJ/mol
total energy = -31420.8795 eV

Each line ends with the natural charge from an NBO analysis.
Cartesian coordinates (Å):
O1 -3.90704 0.44717 0.57857  -0.62
C1 -2.90475 -0.21934 0.70394  0.66
C2 -2.34270 -0.53457 2.10044  -0.18
O2 -1.00472 -1.01016 2.02587  -0.50
C3 -0.73400 -2.23387 2.46313  0.78
O3 -1.49103 -2.95180 3.05370  -0.57
C4 0.70319 -2.60854 2.10742  -0.17
O4 0.99709 -2.05193 0.84660  -0.49
C5 2.27305 -2.14309 0.37120  0.31
C6 3.30915 -2.82887 0.99483  -0.32
C7 4.56668 -2.85796 0.41297  -0.17
C8 4.81683 -2.21586 -0.78464  -0.31
C9 3.77120 -1.54021 -1.38965  0.42
F1 3.98723 -0.90463 -2.55776  -0.32
C10 2.50909 -1.49116 -0.83807  -0.29
N1 -2.21819 -0.78015 -0.30410  -0.62
C11 -2.46779 -0.45726 -1.68895  -0.21
C12 -1.32218 0.37657 -2.28119  -0.43
C13 -1.10877 1.63518 -1.47790  0.00
C14 -1.89961 2.68792 -1.63175  -0.17
C15 -1.79150 3.95208 -0.83925  -0.44
C16 -0.46235 4.03975 -0.09561  -0.39
C17 -0.16871 2.70537 0.57917  -0.39
C18 0.01697 1.62277 -0.47939  -0.44
H1 -2.35322 0.38282 2.69400  0.22
H2 -2.97928 -1.28163 2.58778  0.24
H3 1.36442 -2.20018 2.88471  0.21
H4 0.78648 -3.70246 2.10169  0.21
H5 3.15118 -3.34655 1.92700  0.22
H6 5.36210 -3.39434 0.90677  0.22
H7 5.79014 -2.23172 -1.24629  0.23
H8 1.71526 -0.95357 -1.32894  0.23
H9 -1.34401 -1.24245 -0.09694  0.41
H10 -2.59493 -1.38398 -2.25813  0.19
H11 -3.39854 0.11269 -1.71349  0.23
H12 -0.40905 -0.22268 -2.29335  0.19
H13 -1.58068 0.62195 -3.31243  0.22
H14 -2.70561 2.65485 -2.35276  0.20
H15 -1.91344 4.81308 -1.50175  0.21
H16 -2.62071 3.97739 -0.12385  0.21
H17 0.33833 4.26802 -0.80262  0.20
H18 -0.49887 4.84282 0.64304  0.21
H19 0.72660 2.77715 1.20038  0.21
H20 -1.00972 2.43809 1.22244  0.19
H21 0.08496 0.64536 0.00445  0.21
H22 0.96143 1.78793 -1.01129  0.21

# 2
DFT (ωB97M-V/def2-TZVPD) results for a molecular structure, C18H22IrNO2Te at a distorted geometry.

Properties
max |F| = 2.51 eV/Å
expectation value of S² = 8.7981
LUMO energy (alpha / beta) = -10.971 / -13.156 eV
2S+1 = 6
orbital gap (alpha / beta) = 7.10 / 5.31 eV
total charge = +3
energy relative to the best compared isomer or geometry (same formula, charge and spin) = 61.4 kJ/mol
total energy = -34705.6270 eV

Each line ends with the Mulliken charge.
Cartesian coordinates (Å):
Ir1 -0.31539 1.16823 -0.72505  1.01
C1 -0.76031 2.08646 3.92414  -1.70
C2 -0.90877 2.86117 2.61274  1.01
C3 -0.98754 4.38298 2.82004  -1.48
C4 0.05494 2.45199 1.53486  0.29
C5 0.79787 1.24566 1.60561  -0.26
C6 1.77917 0.92121 0.66574  -0.81
C7 2.09117 1.78288 -0.40380  0.50
C8 3.26597 1.54095 -1.29663  -1.36
C9 1.25190 2.92943 -0.55791  -0.95
C10 0.26777 3.24736 0.38846  -0.31
H1 -1.47957 2.47003 4.64340  0.41
H2 0.23272 2.21675 4.36090  0.44
H3 -0.95062 1.01835 3.81032  0.42
H4 -1.89691 2.57916 2.21375  0.08
H5 -0.01783 4.79663 3.10315  0.41
H6 -1.68440 4.58967 3.62838  0.41
H7 -1.33937 4.91755 1.93882  0.43
H8 0.66838 0.60325 2.46734  0.46
H9 2.37445 0.02522 0.79827  0.67
H10 2.99850 0.90534 -2.14340  0.27
H11 4.06020 1.02973 -0.75468  0.43
H12 3.64536 2.47523 -1.70667  0.42
H13 1.43651 3.62035 -1.37243  0.59
H14 -0.29125 4.16610 0.26968  0.33
C11 -1.40624 1.52040 -3.74407  -1.00
C12 -0.36386 1.03785 -2.80010  0.43
O1 0.66762 0.46993 -2.96519  -0.19
H15 -1.06117 1.41110 -4.77150  0.39
H16 -1.64955 2.55994 -3.52143  0.34
H17 -2.31330 0.92873 -3.59053  0.33
O2 -2.95882 0.03181 -0.59889  -0.12
N1 -2.18531 0.84516 -0.41533  0.14
Te1 -0.21389 -2.42414 -0.94097  0.53
C13 -0.23229 -4.43768 -0.81937  0.86
C14 -1.45609 -5.11860 -1.05293  -0.42
C15 -1.46197 -6.48839 -1.00513  -0.62
C16 -0.26840 -7.18370 -0.74973  -0.34
C17 0.93423 -6.50395 -0.49153  -0.60
C18 0.97006 -5.13505 -0.53927  -0.40
H18 -2.36939 -4.57776 -1.26605  0.34
H19 -2.38308 -7.03127 -1.16607  0.42
H20 -0.27280 -8.26624 -0.76138  0.43
H21 1.83123 -7.06097 -0.25826  0.42
H22 1.90007 -4.60882 -0.36731  0.34

# 3
DFT (ωB97M-V/def2-TZVPD) results for C18H22N2O in the gas phase.

Properties
max |F| = 0.57 eV/Å
LUMO energy = 0.790 eV
orbital gap = 9.29 eV
energy relative to the best compared isomer or geometry (same formula, charge and spin) = 18.4 kJ/mol
total energy = -24052.1004 eV

Each line ends with the natural charge from an NBO analysis.
Cartesian coordinates (Å):
C1 -7.50882 -0.19646 0.65281  -0.65
C2 -6.09000 -0.46986 0.25628  0.11
C3 -5.65929 -1.77824 0.05870  -0.27
C4 -4.35684 -2.03148 -0.32682  -0.18
C5 -3.45705 -0.99535 -0.50500  -0.29
C6 -3.86124 0.31840 -0.27546  0.17
N1 -3.00460 1.40442 -0.44945  -0.63
C7 -1.64667 1.53056 -0.21968  0.79
O1 -1.05098 2.51376 -0.60985  -0.66
N2 -1.07399 0.54033 0.50756  -0.63
C8 0.35257 0.47084 0.71180  -0.22
C9 0.98568 -0.65001 -0.11714  -0.40
C10 2.47788 -0.82272 0.15742  -0.38
C11 3.31498 0.38739 -0.27483  -0.42
C12 4.77771 0.08616 -0.11502  -0.03
C13 5.40791 0.27697 1.10825  -0.16
C14 6.74488 -0.03814 1.27154  -0.22
C15 7.47192 -0.55085 0.21075  -0.22
C16 6.85382 -0.74579 -1.01231  -0.20
C17 5.51591 -0.43119 -1.17152  -0.21
C18 -5.18529 0.56428 0.08739  -0.29
H1 -7.71478 -0.62393 1.63360  0.22
H2 -8.19560 -0.65260 -0.05846  0.22
H3 -7.70562 0.87162 0.69272  0.21
H4 -6.35312 -2.59456 0.19345  0.21
H5 -4.03626 -3.04749 -0.50521  0.21
H6 -2.45930 -1.20487 -0.85976  0.22
H7 -3.43593 2.27230 -0.73492  0.41
H8 -1.64160 -0.22088 0.84168  0.40
H9 0.55739 0.31094 1.77577  0.19
H10 0.74958 1.44171 0.41098  0.24
H11 0.82936 -0.43536 -1.17641  0.20
H12 0.47463 -1.58918 0.11480  0.20
H13 2.83470 -1.70285 -0.38323  0.21
H14 2.63483 -1.00616 1.22295  0.20
H15 3.04974 1.25306 0.33292  0.21
H16 3.09418 0.61974 -1.31817  0.21
H17 4.84536 0.68099 1.93831  0.20
H18 7.22202 0.11804 2.22836  0.21
H19 8.51652 -0.79531 0.33628  0.21
H20 7.41606 -1.14317 -1.84508  0.21
H21 5.03836 -0.58390 -2.12927  0.21
H22 -5.50393 1.58654 0.23710  0.21

# 4
DFT (ωB97M-V/def2-TZVPD) results for C18H22N2O3 in the gas phase at a distorted geometry.

Properties
max |F| = 3.19 eV/Å
LUMO energy = -0.281 eV
orbital gap = 8.34 eV
energy relative to the best compared isomer or geometry (same formula, charge and spin) = 572.1 kJ/mol
total energy = -28141.5553 eV

Each line ends with the natural charge from an NBO analysis.
Cartesian coordinates (Å):
C1 2.38233 -1.03910 1.46439  -0.63
C2 1.75370 -1.67382 0.18632  0.00
C3 2.22071 -0.87093 -1.05029  -0.40
C4 1.57804 0.51679 -1.10488  -0.40
C5 0.02727 0.54635 -0.90319  -0.22
C6 -0.53572 1.96506 -0.76449  -0.06
C7 0.04450 3.05455 -1.42966  -0.18
C8 -0.53613 4.33246 -1.38484  -0.27
C9 -1.69823 4.54654 -0.61646  0.31
O1 -2.29126 5.78392 -0.53004  -0.67
C10 -2.27361 3.46983 0.09818  -0.29
C11 -1.75124 2.17534 -0.04171  0.08
C12 -2.45719 1.03332 0.64196  -0.20
N1 -3.88061 1.05590 0.32132  0.16
O2 -4.63456 1.22162 1.29450  -0.29
C13 -1.92367 -0.36452 0.36071  -0.39
C14 -0.39688 -0.31519 0.32311  -0.20
C15 0.23206 -1.70734 0.17621  -0.21
C16 -0.19735 -2.88830 1.03967  -0.41
C17 0.91308 -3.92965 0.92884  -0.42
C18 2.11989 -3.19361 0.30045  -0.14
N2 2.49920 -3.75579 -0.99316  0.15
O3 1.61222 -4.13231 -1.76117  -0.30
H1 2.03656 -1.55936 2.37588  0.21
H2 3.47175 -1.04285 1.44208  0.22
H3 2.06986 0.00774 1.59279  0.21
H4 3.33226 -0.75043 -1.08116  0.22
H5 1.96282 -1.40507 -2.00176  0.22
H6 1.78352 0.94095 -2.08270  0.21
H7 1.98317 1.18102 -0.34701  0.20
H8 -0.39962 0.12296 -1.81911  0.21
H9 0.94357 2.89373 -2.04255  0.22
H10 -0.06498 5.10733 -2.00719  0.23
H11 -3.02447 5.75673 0.09331  0.48
H12 -3.19789 3.64295 0.67126  0.21
H13 -2.34485 1.19866 1.72666  0.21
H14 -2.28790 -0.68829 -0.62424  0.21
H15 -2.26989 -1.09138 1.07888  0.22
H16 -0.05150 0.13823 1.24819  0.20
H17 -0.06753 -2.00973 -0.84043  0.21
H18 -1.13749 -3.30117 0.73344  0.22
H19 -0.29526 -2.61629 2.06796  0.20
H20 0.56489 -4.82779 0.37885  0.23
H21 1.17620 -4.23464 1.94823  0.22
H22 3.01025 -3.29446 0.93289  0.21